# 1
This record from OMol25 describes a 11-piece molecular cluster, C34H98O42P10S overall in a non-equilibrium geometry. The level of theory is ωB97M-V with the def2-TZVPD basis set.

## Properties
- SMILES = COP(=O)(OC)OC.COP(=O)(OC)OC.COP(=O)(OC)OC.COP(=O)(OC)OC.COP(=O)(OC)OC.COP(=O)(OC)OC.COP(=O)(OC)OC.COP(=O)(OC)OC.COP(=O)(OC)OC.COP(=O)(OC)OC.O=S1(=O)CCCC1
- maximum force (eV/A) = 3.0
- molecular weight (g mol⁻¹) = 1520.92
- 2S+1 = 1
- frontier orbital gap (hartree) = 0.3767
- HOMO (eV) = -10.1

Each line ends with the Mulliken charge.
Geometry (Å):
C 9.34 24.32 10.14  -0.3238
O 10.18 24.85 9.11  -0.2850
P 9.94 26.41 8.74  0.9986
O 10.16 27.34 9.86  -0.7941
O 10.83 26.68 7.45  -0.3987
C 11.22 25.63 6.58  -0.6117
O 8.48 26.33 8.12  0.0803
C 7.83 27.54 7.71  -0.8818
H 9.64 23.28 10.28  0.0803
H 8.31 24.48 9.82  0.1176
H 9.62 24.79 11.09  0.1901
H 10.41 25.46 5.86  0.2491
H 11.33 24.67 7.08  0.2450
H 12.17 25.84 6.09  0.2975
H 7.74 27.67 6.64  0.3005
H 8.25 28.43 8.19  0.4968
H 6.79 27.46 8.02  0.0539
C 6.80 18.19 5.14  0.0042
O 8.20 18.06 5.22  0.0185
P 9.07 17.13 4.21  0.6810
O 8.32 16.13 3.46  -0.7528
O 9.90 18.16 3.31  -0.0680
C 10.72 19.12 3.94  -0.4422
O 10.06 16.47 5.27  -0.3048
C 11.12 15.64 4.81  -0.8067
H 6.41 19.06 5.66  -0.3935
H 6.25 17.31 5.47  0.3986
H 6.44 18.32 4.12  0.1458
H 10.14 19.93 4.40  -0.0379
H 11.37 19.63 3.23  0.2913
H 11.36 18.70 4.72  0.3546
H 10.70 14.98 4.05  0.3601
H 11.44 15.01 5.65  0.2552
H 12.02 16.13 4.44  0.2735
C 2.79 14.13 9.74  -0.6868
O 3.43 14.63 10.91  -0.4394
P 3.62 16.22 11.02  1.0037
O 3.64 16.87 9.71  -0.5130
O 5.00 16.28 11.84  -0.3887
C 5.56 17.51 12.24  -0.2990
O 2.52 16.67 12.04  -0.3747
C 2.08 18.03 12.14  -0.1186
H 3.57 13.67 9.13  0.2930
H 2.25 14.92 9.20  0.2457
H 1.91 13.50 9.87  0.2927
H 4.80 18.26 12.47  0.0959
H 6.17 17.93 11.43  0.2275
H 6.20 17.30 13.10  0.3083
H 2.80 18.72 11.71  -0.0644
H 1.97 18.36 13.17  0.2245
H 1.08 18.08 11.70  0.2225
C 3.21 25.27 8.22  0.3047
O 3.42 26.54 8.86  -0.1707
P 3.61 27.81 7.92  1.1375
O 4.44 27.59 6.74  -0.6855
O 4.17 28.86 8.99  -0.2247
C 4.89 29.92 8.39  -0.7694
O 2.10 28.34 7.68  -0.3989
C 1.15 27.66 6.86  -0.5749
H 2.23 24.93 8.56  0.2169
H 3.93 24.49 8.48  -0.3954
H 3.22 25.37 7.14  0.3168
H 5.25 30.59 9.17  0.2786
H 4.43 30.51 7.59  0.3805
H 5.84 29.63 7.94  0.1662
H 1.62 27.48 5.89  0.2755
H 0.25 28.24 6.69  0.3356
H 1.01 26.64 7.23  0.1612
C 1.36 20.20 7.58  -1.2663
O 1.62 21.43 8.30  0.6689
P 0.51 21.79 9.38  -0.1034
O -0.71 22.31 8.74  -0.8523
O 0.30 20.50 10.32  0.2951
C -0.98 19.86 10.38  -1.0341
O 1.28 22.82 10.35  0.5241
C 0.52 23.59 11.26  -0.6155
H 1.27 19.28 8.16  0.2307
H 2.06 19.98 6.78  0.2993
H 0.38 20.38 7.14  0.5428
H -0.76 18.80 10.19  0.2821
H -1.71 20.21 9.66  0.3692
H -1.36 19.87 11.40  0.2713
H 0.72 23.29 12.29  -0.1076
H -0.55 23.58 11.07  0.4504
H 0.91 24.61 11.27  0.2231
C 7.71 18.40 0.92  -0.7379
O 7.17 19.58 1.65  -0.1709
P 8.06 20.94 1.56  0.8847
O 9.50 20.75 1.59  -0.7462
O 7.45 21.63 0.23  -0.4464
C 6.08 22.08 0.29  -0.5624
O 7.40 21.82 2.71  -0.3494
C 7.21 21.38 4.10  0.3637
H 8.73 18.56 0.57  0.3773
H 6.91 18.25 0.20  0.2695
H 7.65 17.70 1.75  0.1727
H 5.55 21.91 1.22  0.2015
H 5.49 21.46 -0.39  0.3325
H 6.10 23.11 -0.08  0.2740
H 6.26 20.86 3.93  0.2650
H 7.10 22.32 4.63  -0.1001
H 8.00 20.70 4.41  -0.0514
C 4.37 21.54 17.10  -0.5277
O 3.49 22.04 16.04  -0.3363
P 3.50 21.39 14.58  0.1473
O 3.61 19.92 14.49  -0.6706
O 2.16 21.95 13.98  0.0855
C 0.91 21.80 14.65  -0.9306
O 4.71 22.13 13.84  0.4012
C 5.25 23.32 14.34  0.1292
H 5.37 21.52 16.68  0.1763
H 4.00 20.54 17.28  0.2901
H 4.28 22.17 17.98  0.2392
H 0.39 22.76 14.64  0.3111
H 1.03 21.39 15.65  0.4203
H 0.25 21.10 14.13  0.2182
H 6.24 23.28 14.78  0.1837
H 4.56 23.98 14.88  0.5066
H 5.32 24.02 13.49  -0.9242
C 7.06 19.97 14.25  0.3242
O 8.49 20.16 14.30  -0.4902
P 9.23 21.23 13.34  -0.0255
O 8.34 22.26 12.76  0.6766
O 10.32 21.78 14.33  -0.3390
C 11.35 22.63 13.76  -0.6860
O 10.03 20.32 12.31  -0.3343
C 9.42 19.50 11.33  -0.3083
H 6.72 20.57 13.40  -0.3133
H 6.64 20.28 15.20  0.1661
H 6.88 18.91 14.13  0.0670
H 12.25 22.06 13.97  0.2579
H 11.30 23.54 14.35  0.2861
H 11.21 22.96 12.73  0.2808
H 9.94 18.54 11.36  0.3219
H 9.64 19.95 10.37  0.2108
H 8.35 19.34 11.49  0.0202
C 0.10 23.04 4.84  -0.5840
O 1.04 22.23 4.13  -0.3075
P 2.20 22.76 3.18  0.9542
O 3.04 21.69 2.65  -0.6542
O 1.35 23.52 2.04  -0.3635
C 2.04 24.17 0.99  -0.4780
O 2.90 23.99 3.94  -0.2802
C 3.56 23.70 5.17  0.3248
H -0.83 22.54 4.58  0.2841
H 0.07 24.06 4.47  0.3281
H 0.27 22.99 5.92  0.1196
H 2.17 25.25 1.11  0.2478
H 1.54 24.00 0.04  0.2785
H 3.04 23.77 0.84  0.0836
H 3.00 23.07 5.86  0.0183
H 3.69 24.59 5.80  -0.1916
H 4.58 23.40 4.95  0.0621
C 8.38 22.30 7.22  -0.2479
O 7.31 21.47 7.71  0.0560
P 5.96 22.14 8.23  -0.8646
O 5.52 23.49 7.81  -0.4069
O 4.90 20.98 7.89  0.3300
C 5.04 19.66 8.49  -0.4699
O 6.12 22.05 9.81  1.2578
C 5.09 22.49 10.68  0.6374
H 8.84 22.93 7.99  -0.2772
H 8.06 22.93 6.39  0.2178
H 9.09 21.58 6.83  0.3719
H 4.06 19.33 8.84  0.0721
H 5.74 19.64 9.32  0.2169
H 5.39 19.04 7.67  0.1445
H 4.15 21.93 10.59  0.1588
H 4.70 23.47 10.36  -0.4792
H 5.50 22.61 11.67  -0.9312
O 4.79 27.98 14.12  -0.7222
S 5.56 27.63 12.95  1.0859
O 5.53 28.47 11.77  -0.5317
C 7.31 27.29 13.36  -0.9990
C 7.67 25.94 12.78  -0.2782
C 6.60 25.51 11.75  0.9810
C 5.23 25.96 12.31  -0.2888
H 7.38 27.30 14.45  0.3795
H 7.86 28.15 12.99  0.4820
H 8.67 25.98 12.37  0.1183
H 7.58 25.10 13.48  0.0644
H 6.64 24.45 11.52  -0.6916
H 6.70 25.98 10.76  0.0328
H 5.09 25.38 13.23  -0.1286
H 4.31 25.95 11.73  0.7048

***

# 2
This record from OMol25 describes a 7-piece molecular cluster, C21H56O7 overall in a non-equilibrium geometry. The level of theory is ωB97M-V with the def2-TZVPD basis set.

## Properties
- SMILES = CC(C)O.CC(C)O.CC(C)O.CC(C)O.CC(C)O.CC(C)O.CC(C)O
- maximum force (eV/A) = 2.7
- molecular weight (g mol⁻¹) = 420.67
- 2S+1 = 1
- energy relative to the best compared isomer or geometry (same formula, charge and spin) (kcal per mole) = 50.86
- frontier orbital gap (hartree) = 0.3533
- HOMO (eV) = -9.1

Each line ends with the Mulliken charge.
Geometry (Å):
C 2.27 0.94 3.36  -0.5209
C 3.28 1.84 4.04  0.5610
C 4.18 0.91 4.78  -1.4498
O 3.96 2.58 3.04  -0.4812
H 2.85 0.30 2.67  0.3741
H 1.57 1.60 2.82  -0.5658
H 1.80 0.30 4.11  0.4720
H 2.82 2.55 4.72  0.1669
H 4.95 1.41 5.39  0.4241
H 4.68 0.11 4.22  0.3395
H 3.61 0.40 5.59  0.3675
H 4.81 2.90 3.34  0.2863
C 1.75 -1.86 -4.54  -0.8064
C 2.34 -1.98 -3.13  0.5834
C 3.75 -2.66 -2.95  -1.3470
O 2.32 -0.73 -2.43  -0.2666
H 1.50 -2.93 -4.90  0.3545
H 2.37 -1.31 -5.30  0.3384
H 0.81 -1.33 -4.39  -0.0461
H 1.61 -2.61 -2.61  0.0669
H 3.71 -3.70 -3.33  0.3698
H 4.10 -2.65 -1.91  0.2935
H 4.51 -2.08 -3.53  0.3121
H 2.72 -0.10 -3.04  0.2339
C -2.05 3.43 2.32  -1.5614
C -1.07 2.42 2.74  0.7727
C -1.69 1.58 3.83  -1.4874
O -0.76 1.49 1.68  0.0889
H -2.98 2.91 2.23  0.4145
H -1.83 3.96 1.41  0.3587
H -2.22 4.16 3.08  0.4000
H -0.15 2.87 2.99  0.2859
H -1.86 2.03 4.80  0.3979
H -1.06 0.67 4.01  0.2141
H -2.63 1.19 3.40  0.3476
H -0.42 2.11 1.04  -0.3478
C -1.75 0.64 -3.58  -1.8889
C -1.71 0.82 -2.09  1.0982
C -2.60 1.96 -1.67  -1.2748
O -2.23 -0.39 -1.54  -0.2226
H -1.16 -0.23 -3.88  0.1351
H -1.39 1.51 -4.14  0.4409
H -2.73 0.44 -3.99  0.4337
H -0.70 0.78 -1.84  0.2587
H -2.13 2.82 -2.09  0.4409
H -2.59 2.05 -0.61  0.1583
H -3.63 1.84 -2.12  0.3263
H -1.93 -0.56 -0.67  0.0884
C -1.05 -3.58 1.51  -1.3718
C -0.31 -2.27 1.41  0.8739
C 0.85 -2.32 0.43  -1.1079
O -1.29 -1.19 1.07  -0.3358
H -1.43 -3.73 2.54  0.3643
H -0.39 -4.34 1.24  0.4211
H -1.88 -3.56 0.87  0.0500
H 0.07 -1.97 2.37  0.2251
H 1.63 -2.94 0.81  0.5290
H 1.20 -1.30 0.31  0.1738
H 0.57 -2.70 -0.60  0.0347
H -1.03 -0.30 1.36  0.1570
C 1.97 4.46 -1.79  -1.5803
C 1.46 3.47 -0.75  1.4620
C 2.34 2.25 -0.50  -0.5748
O 1.22 4.19 0.46  -0.5910
H 2.15 4.02 -2.80  0.3355
H 2.86 5.02 -1.53  0.3656
H 1.25 5.21 -2.01  0.4034
H 0.49 3.06 -1.04  -0.6085
H 2.06 1.40 -1.10  -0.0600
H 2.11 1.99 0.54  -0.1431
H 3.36 2.37 -0.56  0.5847
H 2.03 4.08 1.06  0.3514
C -4.48 -3.18 -0.06  -1.3880
C -3.78 -3.52 -1.33  1.3755
C -4.14 -4.78 -1.97  -1.4878
O -4.00 -2.51 -2.33  -0.6228
H -5.45 -2.81 -0.21  0.4647
H -3.92 -2.40 0.47  0.0808
H -4.66 -4.07 0.54  0.3981
H -2.69 -3.42 -1.21  -0.1737
H -4.25 -5.57 -1.17  0.3331
H -3.40 -4.99 -2.75  0.3384
H -5.11 -4.67 -2.44  0.3240
H -3.31 -1.79 -2.15  0.4612

***

# 3
This record from OMol25 describes a 4-piece molecular cluster, C3H12O4 overall in a non-equilibrium geometry. The level of theory is ωB97M-V with the def2-TZVPD basis set.

## Properties
- maximum force (eV/A) = 3.4
- <S²> = 0.7570
- total charge = +1
- molecular weight (g mol⁻¹) = 112.12
- 2S+1 = 2
- energy relative to the best compared isomer or geometry (same formula, charge and spin) (kcal per mole) = 71.21
- frontier orbital gap (alpha / beta) (hartree) = 0.2390 / 0.1130
- HOMO (alpha / beta) (eV) = -13.1 / -13.1

Each line ends with the Mulliken spin population.
Geometry (Å):
O 0.85 -2.03 -0.99  0.6931
C 0.72 -1.05 -1.65  0.0202
C 1.90 -0.84 -2.64  0.1449
C 2.66 0.42 -2.40  0.0171
H -0.27 -0.62 -1.82  0.0722
H 1.37 -0.98 -3.71  0.0147
H 2.59 -1.65 -2.40  0.0058
H 2.12 1.31 -2.52  -0.0005
H 3.34 0.56 -3.26  0.0315
H 3.22 0.41 -1.50  0.0007
H -0.86 -5.32 2.30  0.0000
H -0.39 -3.70 1.74  0.0000
O -0.88 -4.33 2.39  0.0003
H -4.07 -0.48 3.87  0.0000
H -3.07 -0.91 5.09  0.0000
O -3.96 -0.60 4.84  0.0000
H -1.55 7.21 1.41  0.0000
H -1.69 5.83 0.57  0.0000
O -2.03 6.75 0.66  0.0000

***

# 4
This record from OMol25 describes C15H60FNO19V as an isolated structure in a non-equilibrium geometry. The level of theory is ωB97M-V with the def2-TZVPD basis set.

## Properties
- maximum force (eV/A) = 3.3
- <S²> = 0.7885
- molecular weight (g mol⁻¹) = 628.58
- 2S+1 = 2
- frontier orbital gap (alpha / beta) (hartree) = 0.3236 / 0.3337
- HOMO (alpha / beta) (eV) = -9.2 / -9.2

Each line ends with the Mulliken spin population.
Geometry (Å):
O -0.22 -0.74 0.59  -0.2599
V -0.86 0.68 0.36  1.2479
N 0.99 1.11 2.99  0.0031
O 1.71 0.19 2.59  0.0015
O -0.07 1.40 2.36  -0.0098
O 1.25 1.70 3.98  0.0020
F -1.67 0.07 -1.52  0.0105
C -4.03 -0.13 0.90  0.0069
O -2.81 0.35 1.47  -0.0080
H -4.61 -0.60 1.69  0.0006
H -4.62 0.69 0.50  0.0008
H -3.85 -0.88 0.14  -0.0022
H -3.09 0.69 2.33  0.0029
C -3.87 -1.96 -2.93  -0.0002
O -4.14 -0.61 -2.62  -0.0002
H -3.50 -2.47 -2.03  -0.0002
H -4.80 -2.45 -3.23  0.0000
H -3.19 -2.13 -3.77  0.0001
H -3.34 -0.27 -2.20  0.0002
C -0.08 -2.30 -3.66  -0.0001
O -0.66 -2.42 -2.37  -0.0005
H 0.37 -3.22 -4.04  0.0000
H -0.78 -1.94 -4.42  0.0001
H 0.61 -1.46 -3.66  0.0001
H -1.00 -1.56 -2.10  0.0006
C 1.27 -3.95 2.88  0.0000
O 0.19 -3.27 3.50  0.0000
H 1.76 -3.29 2.17  -0.0002
H 1.98 -4.28 3.65  0.0000
H 0.90 -4.83 2.35  0.0000
H -0.41 -3.00 2.81  -0.0001
C 6.08 -1.82 -0.59  0.0000
O 4.74 -1.53 -0.37  0.0001
H 6.70 -0.93 -0.62  0.0000
H 6.40 -2.43 0.25  0.0000
H 6.24 -2.44 -1.48  0.0000
H 4.55 -1.57 0.57  0.0000
C -3.35 -0.47 4.81  0.0000
O -3.78 0.73 4.23  0.0000
H -2.46 -0.34 5.43  0.0000
H -4.19 -0.93 5.34  0.0000
H -3.08 -1.13 3.99  -0.0001
H -4.22 1.27 4.88  0.0000
C 1.31 4.62 0.73  0.0000
O 1.61 4.03 -0.51  -0.0002
H 0.45 5.29 0.74  0.0000
H 1.16 3.84 1.47  0.0004
H 2.15 5.18 1.14  0.0000
H 2.24 4.59 -0.96  0.0001
C -1.78 -3.81 1.02  -0.0002
O -2.07 -2.61 1.70  0.0000
H -2.55 -4.24 0.38  0.0001
H -0.87 -3.74 0.42  -0.0001
H -1.60 -4.50 1.85  0.0000
H -2.97 -2.65 2.02  0.0003
C 5.04 -0.74 3.06  0.0000
O 4.03 -1.27 2.26  -0.0001
H 4.72 -0.65 4.10  0.0000
H 5.91 -1.40 3.11  0.0000
H 5.36 0.24 2.71  0.0000
H 3.26 -0.70 2.34  0.0001
C 2.44 -3.82 -2.07  0.0000
O 1.66 -3.66 -0.87  -0.0002
H 2.54 -2.90 -2.63  0.0000
H 3.42 -4.26 -1.88  0.0000
H 1.91 -4.51 -2.73  0.0000
H 0.81 -3.29 -1.14  -0.0004
C -1.40 3.56 -1.13  0.0003
O -1.60 2.72 -0.01  -0.0062
H -0.62 3.18 -1.78  0.0007
H -2.33 3.68 -1.68  0.0006
H -1.09 4.56 -0.83  0.0004
H -2.25 3.16 0.54  0.0030
C 2.08 2.72 -3.90  0.0000
O 0.91 2.92 -4.79  0.0000
H 1.88 2.87 -2.84  0.0002
H 2.54 1.76 -4.12  0.0000
H 2.90 3.40 -4.13  0.0000
H 0.32 2.16 -4.73  0.0001
C 2.24 0.72 -0.60  -0.0018
O 1.00 1.48 -0.37  0.0020
H 2.16 -0.31 -0.26  0.0017
H 2.41 0.81 -1.67  0.0009
H 3.08 1.16 -0.07  0.0005
H 1.22 2.40 -0.53  0.0001
C -2.05 1.13 -4.76  -0.0002
O -0.90 0.80 -4.04  -0.0005
H -1.86 1.56 -5.74  0.0000
H -2.75 0.31 -4.94  0.0001
H -2.54 1.90 -4.16  0.0000
H -1.18 0.49 -3.18  0.0027
C -2.14 3.82 3.35  0.0000
O -2.95 4.24 2.25  -0.0001
H -2.38 4.51 4.16  0.0000
H -2.32 2.77 3.57  -0.0001
H -1.09 3.89 3.05  -0.0001
H -2.53 5.05 1.95  0.0000

***

# 5
This record from OMol25 describes an isolated ion of composition C2H6N4O2 and charge +2 in a non-equilibrium geometry. The level of theory is ωB97M-V with the def2-TZVPD basis set.

## Properties
- maximum force (eV/A) = 4.3
- total charge = +2
- molecular weight (g mol⁻¹) = 118.10
- 2S+1 = 1
- energy relative to the best compared isomer or geometry (same formula, charge and spin) (kcal per mole) = 36.46
- frontier orbital gap (hartree) = 0.3759
- HOMO (eV) = -20.2

Each line ends with the Mulliken charge.
Geometry (Å):
C -2.14 0.76 -0.09  0.2858
C 0.03 -0.26 0.10  0.4013
N 1.47 1.57 0.27  -0.5756
N 2.28 -0.66 0.04  -0.4488
N -0.02 -1.45 -0.08  -0.3800
N 1.46 0.35 0.18  1.0212
O -0.91 0.85 -0.04  -0.1238
O -2.72 -0.24 0.30  -0.2586
H -2.60 1.61 -0.47  0.4588
H 2.41 1.97 0.18  0.3116
H 1.93 -1.62 -0.16  0.2828
H 3.22 -0.36 -0.18  0.2862
H -0.74 -2.17 -0.20  0.3069
H -3.66 -0.34 0.15  0.4323

***

# 6
This record from OMol25 describes C2H3CrO2 as an isolated structure in a non-equilibrium geometry. The level of theory is ωB97M-V with the def2-TZVPD basis set.

## Properties
- maximum force (eV/A) = 2.2
- <S²> = 8.7888
- total charge = +2
- molecular weight (g mol⁻¹) = 111.04
- 2S+1 = 6
- energy relative to the best compared isomer or geometry (same formula, charge and spin) (kcal per mole) = 5.07
- frontier orbital gap (alpha / beta) (hartree) = 0.2743 / 0.3424
- HOMO (alpha / beta) (eV) = -19.6 / -21.2

Each line ends with the Mulliken spin population.
Geometry (Å):
O -0.36 0.21 0.17  0.2360
C -2.61 0.39 -0.02  0.4290
C -1.49 -0.40 -0.11  0.2139
H -2.52 1.48 -0.04  0.0245
H -3.59 -0.08 0.03  0.0255
H -1.47 -1.49 -0.15  0.0118
Cr 2.34 0.27 0.05  4.0487
O 0.70 -0.60 0.05  0.0106

***

no.,calculated total energy (eV)
1,-226586.2941
2,-37016.1409
3,-11483.7943
4,-85319.2057
5,-12203.7322
6,-34613.5002